The following is a quantum chemistry calculation of C19H23Cl2I2N2O3Se2Sr as an isolated structure, from OMol25.

The geometry in XYZ format:
```
54
Properties=species:S:1:pos:R:3:forces:R:3:nbo_charge:R:1
Sr 4.80351 -12.71948 -10.60071 -0.5876 -0.7670 -0.3672 1.766
I 12.49884 -10.51670 -9.47368 0.4112 0.0370 0.5660 0.119
C 10.46283 -10.91590 -9.34172 -0.1615 -0.8791 -0.7073 -0.196
C 9.62632 -10.46685 -8.29139 0.5248 1.0154 -1.3085 -0.242
C 8.32522 -10.21929 -8.70628 -2.0598 -2.2526 -0.6590 -0.231
I 7.05903 -8.87131 -7.85139 -0.4141 0.5773 0.9798 0.173
C 7.58459 -11.07874 -9.70013 3.5566 -1.8973 -0.4042 0.368
O 6.29941 -11.38580 -9.66412 1.8728 1.4665 -0.0080 -0.963
C 8.54553 -11.82583 -10.57935 0.1569 2.6419 2.6902 -0.160
C 8.15081 -12.91268 -11.46810 -1.1846 -1.3683 0.2653 -0.232
N 7.04384 -12.65305 -12.32131 -3.1961 0.3343 -2.2419 -0.697
C 6.95650 -11.45367 -13.25256 0.9349 -0.1712 1.7424 -0.270
C 5.68870 -11.61505 -14.05843 0.3334 -1.5391 -2.5346 0.206
C 5.70093 -11.47425 -15.49544 2.2220 0.0938 1.0220 -0.250
C 4.59441 -11.75360 -16.23543 -0.5213 0.9487 0.1414 -0.170
C 3.41232 -11.92864 -15.55179 -0.1475 -2.5567 1.2389 -0.233
C 3.56690 -12.52706 -14.25193 -0.9841 2.3880 -0.9220 0.042
N 4.65063 -12.30580 -13.51050 0.8459 0.6238 0.0769 -0.543
C 9.97707 -11.54610 -10.48137 -3.4114 0.0216 1.7773 -0.230
H 10.06963 -10.19315 -7.31354 -0.5982 0.3406 -0.8699 0.253
H 7.90533 -13.92734 -11.03130 0.1764 1.0507 0.4538 0.200
H 8.97893 -13.13715 -12.03297 2.3971 -0.6025 -1.5378 0.177
H 6.59947 -13.46837 -12.80476 1.2180 0.7505 0.5758 0.378
H 7.92435 -11.21637 -13.85616 -1.7880 -0.6607 0.7006 0.209
H 6.82443 -10.62202 -12.53559 0.2340 0.1154 -0.4880 0.231
H 6.60182 -11.22685 -16.12922 -0.6713 -0.1766 1.4857 0.230
H 4.69277 -11.76582 -17.30630 -0.3906 0.3567 -0.2878 0.223
H 2.46215 -11.88362 -16.05290 -0.2536 -0.4326 -0.0399 0.223
H 2.73551 -13.02855 -13.74880 0.2150 0.1210 -0.2417 0.209
H 10.61397 -12.00336 -11.18652 0.7278 -0.2345 -0.7105 0.210
O 12.01144 -13.10699 -2.55211 0.6589 -0.1841 -1.0828 -0.727
C 11.20536 -13.75692 -1.61398 -1.3544 -1.8237 -0.8277 -0.044
C 9.77226 -14.34390 -2.17879 -0.0295 2.0853 1.0548 -0.126
C 9.25231 -15.01332 -0.81394 0.5174 0.5751 -0.1819 -0.048
O 7.99017 -15.63700 -0.69603 -0.3191 -0.3592 -0.3577 -0.717
C 9.99006 -15.32595 -3.28395 -1.1763 -0.7205 -0.7641 -0.586
Se 8.30571 -15.81421 -4.30534 0.8388 -1.0504 0.1353 -0.302
C 8.94411 -13.07498 -2.66116 -1.7750 -0.8778 1.5707 -0.573
Se 7.29021 -13.38940 -3.80181 0.3206 0.9352 0.5216 -0.279
H 12.31960 -13.72818 -3.24922 -0.5877 0.4811 0.7977 0.469
H 11.03323 -13.02930 -0.82618 -0.1268 -0.1033 0.1576 0.177
H 11.69466 -14.67955 -1.23093 0.1413 0.6354 0.1348 0.139
H 9.15476 -14.18252 -0.09268 0.5819 -0.0894 -0.1986 0.160
H 10.06575 -15.71216 -0.47599 -0.6074 0.5450 -0.2216 0.145
H 8.05806 -16.58313 -0.51638 0.2382 0.3552 -0.4388 0.467
H 10.21982 -16.27329 -2.80420 0.7721 -0.2102 -0.4178 0.205
H 10.62996 -15.02269 -4.12921 0.2591 -0.0468 0.8564 0.211
H 9.53283 -12.37944 -3.26557 0.1154 -0.0709 0.6983 0.218
H 8.39743 -12.65503 -1.72774 1.5303 -0.0688 -1.4933 0.214
Cl 3.37058 -15.20050 -9.83802 0.3807 -0.4004 -3.3690 -0.570
C 3.61782 -14.67057 -7.94886 -1.2630 -1.1901 3.2545 -0.546
Cl 2.55261 -13.29150 -7.78042 0.1175 0.8729 0.2338 -0.099
H 4.64514 -14.48181 -7.73640 0.6286 0.4264 0.2875 0.197
H 3.19636 -15.50133 -7.31200 0.6809 0.9394 -0.7374 0.214
```
Forces are in eV/Å.

LUMO energy (alpha / beta) ... 0.854 / 0.872 eV
2S+1 ... 1
Gap between HOMO and LUMO (alpha / beta) ... 0.114 / 0.077 Ha
Relative energy (zero: lowest compared OMol25 entry of this formula, charge and spin) ... 0.000 eV
E_HOMO (alpha / beta) ... -2.261 / -1.219 eV
Charge ... -1

***

The following is a quantum chemistry calculation of C19H23CrN6O4S as an isolated structure, from OMol25.

The geometry in XYZ format:
```
54
Properties=species:S:1:pos:R:3:forces:R:3:nbo_charge:R:1
Cr 0.27912 0.63315 0.01090 -0.0633 -1.3191 1.2862 1.113
C 5.35852 0.81622 0.72109 0.2271 -0.1139 0.1605 -0.418
N 4.55737 1.34406 -0.37602 -0.3289 0.0336 -0.0670 -0.325
C 5.01014 1.56365 -1.66486 0.0544 0.0679 -0.1218 -0.029
C 3.97591 2.02156 -2.39090 0.1734 0.0418 -0.0811 -0.067
N 2.87943 2.08409 -1.53553 -0.0216 -0.2310 0.1175 -0.387
C 3.25103 1.65562 -0.29732 0.1265 0.0388 0.0268 0.277
S 2.25921 1.54742 1.07882 -0.0217 0.1861 0.0093 -0.091
C 1.64430 2.70592 -1.85253 0.0173 0.0704 0.0072 0.395
C 1.68405 3.93566 -2.48382 0.0044 -0.0682 -0.0606 -0.231
C 0.49154 4.56234 -2.80593 0.0287 -0.1239 0.0582 -0.088
C -0.69390 3.90553 -2.51560 -0.0029 0.0844 -0.0895 -0.214
C -0.63889 2.67696 -1.89480 0.0020 -0.0345 -0.0051 0.091
N 0.50757 2.07500 -1.52568 0.0694 0.1367 -0.3696 -0.499
H 6.34770 1.26632 0.69465 -0.0359 0.0588 -0.0385 0.245
H 5.46268 -0.26507 0.63426 -0.0557 0.0190 -0.0388 0.228
H 4.87978 1.05779 1.66415 -0.0123 0.0274 -0.0086 0.250
H 6.03091 1.38234 -1.95525 -0.0158 -0.0340 0.0416 0.265
H 3.91929 2.29282 -3.43066 -0.0448 0.0214 0.0301 0.263
H 2.64001 4.38997 -2.70377 -0.0162 0.0373 0.0590 0.257
H 0.49674 5.54109 -3.26572 -0.0289 -0.0152 -0.0348 0.261
H -1.65216 4.34161 -2.75864 -0.0064 -0.0364 -0.0146 0.261
H -1.55203 2.14730 -1.67295 -0.0090 0.0589 0.1105 0.208
O -0.83236 1.99416 0.85348 -0.1188 -0.0268 0.3206 -0.594
C -0.99600 2.16807 2.08666 -0.0882 0.0632 -0.0993 0.456
C -0.58468 1.27918 3.10698 0.2665 -0.4628 -0.2047 -0.316
C -0.72905 1.67812 4.45002 -0.0884 0.1290 0.1238 -0.081
C -0.38187 0.81881 5.44834 0.0905 -0.0983 -0.2707 -0.009
C 0.04308 -0.48720 5.16442 -0.0551 0.1700 0.2055 -0.080
C 0.15144 -0.91229 3.86656 0.0473 -0.0663 -0.3989 -0.294
C -0.10688 -0.03493 2.79454 -0.1782 0.4590 0.8939 0.497
O 0.05401 -0.44399 1.56375 -0.0191 0.3866 -1.4505 -0.648
N -0.45837 1.26738 6.85016 -0.2374 -0.0270 0.2079 0.529
O -0.94783 2.35915 7.05077 0.1595 -0.1453 -0.0467 -0.347
O -0.04173 0.50027 7.69064 -0.0193 0.1448 -0.1371 -0.337
H -1.53846 3.06712 2.39238 0.0444 0.0304 -0.0689 0.197
H -1.10221 2.66446 4.69620 0.0238 0.0038 0.0172 0.267
H 0.27370 -1.14300 5.99303 0.0175 -0.0252 -0.0199 0.274
H 0.45564 -1.92527 3.63972 0.0357 0.0218 0.0062 0.245
N 1.47762 -0.95721 -0.75070 -0.1303 0.1138 -0.3543 -0.792
C 1.28806 -1.31600 -2.18253 -0.0709 -0.1573 -0.0388 -0.219
C -0.08304 -1.93429 -2.41334 0.0420 0.2806 0.0862 -0.431
C -1.22952 -0.93768 -2.33519 0.0546 -0.2158 -0.1260 -0.216
N -1.38926 -0.36842 -0.97142 0.3233 0.3526 -0.0251 -0.802
H 2.46494 -0.79118 -0.57794 0.0086 0.1215 0.0636 0.396
H 1.26295 -1.77534 -0.18212 -0.1054 0.0757 0.1053 0.411
H 2.05871 -2.01812 -2.50350 0.0342 0.0297 0.0553 0.225
H 1.39411 -0.40511 -2.77605 0.0480 -0.0205 -0.0139 0.196
H -0.24421 -2.74560 -1.69573 -0.0067 -0.0749 -0.0722 0.215
H -0.09389 -2.37998 -3.40769 -0.0306 -0.0537 0.0165 0.260
H -2.15109 -1.43646 -2.63880 -0.0399 0.0813 0.0193 0.228
H -1.05180 -0.11621 -3.03165 -0.0213 0.0345 0.0347 0.202
H -1.64013 -1.12164 -0.33372 0.0359 -0.0016 0.0802 0.406
H -2.19963 0.24562 -0.98360 -0.0620 -0.0291 0.1141 0.395
```
Forces are in eV/Å.

LUMO energy (alpha / beta) ... -7.525 / -6.874 eV
2S+1 ... 2
Gap between HOMO and LUMO (alpha / beta) ... 0.256 / 0.279 Ha
Relative energy (zero: lowest compared OMol25 entry of this formula, charge and spin) ... 0.435 eV
E_HOMO (alpha / beta) ... -14.497 / -14.470 eV
Charge ... +2